42
Properties=species:S:1:pos:R:3:nbo_charge:R:1 method="wB97M-V/def2-TZVPD" e_above_lowest_kcal_mol=13.0 homo_lumo_gap_ev=8.82 smiles="CCC[C@H](C)C(=O)Nc1ccc(S(=O)(=O)Nc2nccs2)cc1"
C 2.953 7.469 0.975 -0.609
C 2.491 6.564 2.111 -0.386
C 1.199 5.814 1.790 -0.400
H 0.849 5.306 2.691 0.241
C 1.359 4.767 0.677 -0.317
C 0.825 3.409 1.130 0.708
O 0.088 3.255 2.073 -0.595
N 1.266 2.387 0.327 -0.609
C 0.962 1.032 0.387 0.180
C 0.149 0.484 1.381 -0.199
C -0.111 -0.873 1.383 -0.165
C 0.432 -1.678 0.400 -0.377
C 1.241 -1.155 -0.590 -0.164
C 1.508 0.199 -0.596 -0.245
H 2.140 0.620 -1.365 0.211
H 1.646 -1.817 -1.338 0.250
S 0.065 -3.417 0.412 2.317
O 0.683 -4.058 -0.707 -0.915
O 0.245 -3.964 1.720 -0.922
N -1.621 -3.402 0.197 -0.866
C -2.190 -3.225 -1.027 0.238
N -3.382 -3.586 -1.349 -0.481
C -3.679 -3.226 -2.625 -0.040
C -2.699 -2.576 -3.293 -0.456
S -1.301 -2.391 -2.284 0.361
H -2.700 -2.203 -4.296 0.240
H -4.649 -3.479 -3.012 0.213
H -2.159 -3.952 0.850 0.440
H -0.727 -1.319 2.147 0.238
H -0.268 1.126 2.139 0.257
H 1.885 2.643 -0.430 0.398
C 0.610 5.173 -0.597 -0.594
H -0.456 5.241 -0.394 0.218
H 0.959 6.143 -0.940 0.218
H 0.758 4.452 -1.401 0.201
H 2.423 4.647 0.444 0.207
H 0.429 6.534 1.508 0.199
H 2.322 7.174 3.001 0.206
H 3.278 5.846 2.352 0.193
H 3.189 6.894 0.083 0.193
H 2.178 8.190 0.726 0.202
H 3.846 8.016 1.268 0.213

=====

75
Properties=species:S:1:pos:R:3:lowdin_spin:R:1 method="wB97M-V/def2-TZVPD" multiplicity=6 e_above_lowest_kcal_mol=57.4 homo_lumo_gap_ev="8.19 / 4.60" charge=+4
Ir -0.057 0.188 0.168 1.610
P 0.643 2.178 0.666 0.290
P -2.419 0.562 -0.222 0.243
P 2.126 -0.957 -0.102 0.284
H -1.918 -1.613 -2.319 0.002
C -1.318 -2.427 -1.929 0.092
C -1.426 -2.885 -0.677 0.064
H -2.265 -2.669 -0.031 0.001
C 0.461 3.524 -0.507 0.065
C -0.329 2.746 2.071 0.087
C 2.360 2.195 1.183 0.067
C -3.746 -0.577 -0.785 0.033
C -3.196 1.142 1.332 0.055
C -2.645 1.953 -1.368 0.047
C 2.044 -2.621 -0.840 0.041
C 2.888 -1.286 1.520 0.051
C 3.499 -0.191 -1.018 0.051
H -0.516 -2.737 -2.596 0.003
H -0.618 -3.424 -0.186 -0.001
H 1.311 3.447 -1.199 0.000
H 0.456 4.490 0.023 0.010
H -0.484 3.413 -1.052 0.002
H 0.095 3.727 2.318 0.017
H -0.246 2.037 2.911 0.000
H -1.368 2.865 1.742 0.001
H 2.669 3.247 1.118 0.012
H 2.987 1.615 0.503 0.002
H 2.494 1.805 2.201 0.000
H -4.612 0.022 -1.125 0.007
H -4.069 -1.195 0.066 0.000
H -3.470 -1.253 -1.594 0.001
H -3.703 2.100 1.157 0.007
H -2.471 1.254 2.143 0.004
H -3.924 0.380 1.631 0.003
H -3.713 2.144 -1.535 0.010
H -2.187 1.745 -2.340 0.001
H -2.209 2.865 -0.959 0.000
H 3.055 -2.919 -1.146 0.009
H 1.389 -2.648 -1.713 0.002
H 1.674 -3.339 -0.100 0.000
H 3.938 -1.534 1.334 0.011
H 2.365 -2.131 1.979 0.000
H 2.820 -0.409 2.168 0.002
H 4.446 -0.731 -0.830 0.012
H 3.675 0.858 -0.760 0.000
H 3.249 -0.231 -2.083 0.001
C 0.723 0.570 -3.278 0.229
C 0.473 1.955 -3.305 0.094
C 1.237 2.763 -4.127 0.080
C 2.079 2.188 -5.080 0.304
C 2.244 0.802 -5.125 0.059
C 1.549 -0.009 -4.242 0.095
O 0.138 -0.299 -2.410 0.377
H -0.305 0.169 -1.545 0.090
H -0.328 2.306 -2.671 0.005
H 1.187 3.835 -4.005 0.000
H 2.513 2.817 -5.848 0.011
H 2.927 0.323 -5.844 0.000
H 1.640 -1.088 -4.239 0.001
C 0.298 -3.467 3.097 0.008
O 0.115 -2.632 1.893 0.037
P -0.474 -1.106 1.929 0.197
O -2.016 -1.275 2.487 0.046
C -2.739 -2.513 2.717 0.005
O 0.306 -0.367 3.164 0.132
C -0.289 -0.111 4.460 0.014
H 1.187 -4.068 2.916 0.001
H -0.582 -4.103 3.192 0.001
H 0.431 -2.836 3.979 0.000
H -2.573 -3.228 1.901 0.001
H -2.474 -2.959 3.683 0.001
H -3.797 -2.233 2.751 0.000
H -1.045 0.682 4.390 0.003
H -0.715 -1.040 4.863 0.003
H 0.557 0.202 5.078 0.002

=====

100
Properties=species:S:1:pos:R:3:mulliken_charge:R:1 method="wB97M-V/def2-TZVPD" homo_lumo_gap_ev=8.30 smiles="CCCCCCCCCCCCCCCB1OB(S)OB(P(N)O)O1.CC(C)=O.CC(C)=O.CC(C)=O.CC(C)=O"
C 1.294 -4.302 0.335 -0.698
C 2.598 -4.450 -0.700 -0.560
C 3.443 -3.032 -0.769 -0.170
C 2.561 -1.799 -1.427 -0.394
C 2.930 -0.444 -0.545 -0.445
C 1.992 0.855 -0.896 0.114
C 0.778 0.896 0.208 -0.526
C -0.303 2.061 -0.313 -0.433
C -1.080 1.410 -1.600 -0.427
C -2.675 1.769 -1.711 -0.669
C -3.523 1.629 -0.316 -0.599
C -3.191 0.292 0.573 0.191
C -4.292 0.221 1.804 -0.400
C -5.140 -1.211 1.839 -0.614
C -6.133 -1.262 0.537 0.219
B -6.351 -2.753 -0.120 0.568
O -5.967 -4.047 0.475 -0.425
B -5.892 -4.969 -0.713 0.554
S -6.702 -6.681 -0.736 -0.365
O -5.196 -4.558 -1.984 -0.382
B -5.805 -3.261 -2.337 0.491
P -5.249 -2.069 -3.727 0.114
N -3.481 -2.181 -3.961 -0.562
O -5.495 -0.422 -3.115 -0.541
O -6.964 -2.801 -1.494 -0.342
H 1.078 -3.158 0.587 0.122
H 0.368 -4.795 -0.235 0.200
H 1.551 -4.912 1.328 0.293
H 2.259 -4.675 -1.816 0.315
H 3.244 -5.361 -0.287 0.285
H 4.344 -3.229 -1.518 0.244
H 3.890 -2.689 0.259 -0.034
H 2.854 -1.576 -2.547 0.283
H 1.415 -2.082 -1.383 0.089
H 2.764 -0.718 0.580 0.236
H 4.053 -0.139 -0.793 0.233
H 2.567 1.883 -0.806 -0.197
H 1.622 0.736 -2.001 0.244
H 1.166 1.113 1.296 0.314
H 0.253 -0.172 0.243 0.010
H -0.984 2.335 0.598 0.279
H 0.321 3.014 -0.586 0.355
H -0.888 0.233 -1.619 0.054
H -0.518 1.819 -2.570 0.347
H -3.144 0.972 -2.466 0.034
H -2.800 2.826 -2.245 0.341
H -3.260 2.575 0.347 0.262
H -4.673 1.605 -0.562 0.321
H -3.288 -0.682 -0.086 0.060
H -2.100 0.304 1.050 0.006
H -3.786 0.341 2.853 0.326
H -5.049 1.107 1.639 -0.001
H -5.835 -1.129 2.805 0.275
H -4.426 -2.133 1.941 0.236
H -5.722 -0.568 -0.343 -0.465
H -7.183 -0.828 0.825 0.251
H -6.296 -7.459 0.364 0.149
H -3.332 -2.230 -4.997 0.299
H -3.024 -1.309 -3.604 0.221
H -6.343 -0.373 -2.583 0.294
C -7.907 1.544 4.652 -1.158
C -6.798 2.407 4.114 0.941
O -5.620 2.178 4.386 -0.551
C -7.185 3.562 3.230 -1.169
H -7.479 0.750 5.274 0.290
H -8.581 2.145 5.268 0.395
H -8.455 1.084 3.826 0.281
H -7.826 4.254 3.782 0.412
H -7.701 3.193 2.340 0.290
H -6.282 4.097 2.915 0.289
C 6.060 -2.482 4.690 -1.216
C 5.348 -2.812 3.405 0.838
O 4.803 -1.937 2.734 -0.510
C 5.329 -4.254 2.973 -0.705
H 5.993 -1.405 4.876 0.305
H 5.589 -3.011 5.522 0.323
H 7.115 -2.759 4.611 0.317
H 4.825 -4.862 3.728 0.320
H 6.351 -4.609 2.818 0.320
H 4.781 -4.342 2.029 -0.008
C 6.307 4.428 0.015 -0.987
C 4.879 4.111 -0.343 0.910
O 4.597 3.526 -1.388 -0.524
C 3.810 4.539 0.626 -0.952
H 6.969 4.060 -0.776 0.187
H 6.436 5.509 0.105 0.354
H 6.573 3.933 0.952 0.331
H 3.828 5.626 0.743 0.380
H 3.965 4.049 1.590 0.306
H 2.829 4.245 0.237 0.093
C 6.667 2.320 -4.066 -1.014
C 7.570 3.430 -3.601 0.866
O 7.872 3.553 -2.415 -0.625
C 8.089 4.385 -4.643 -1.172
H 6.369 1.709 -3.207 0.196
H 5.768 2.739 -4.525 0.295
H 7.197 1.684 -4.780 0.408
H 7.253 4.897 -5.127 0.324
H 8.682 3.841 -5.382 0.336
H 8.727 5.134 -4.162 0.308

=====

14
Properties=species:S:1:pos:R:3:nbo_charge:R:1 method="wB97M-V/def2-TZVPD" e_above_lowest_kcal_mol=138.2 homo_lumo_gap_ev=8.28
C -1.488 0.378 0.483 -0.276
C -1.545 -0.920 -0.033 0.610
C 1.882 -0.320 0.291 -0.488
N 1.021 1.502 -1.039 -0.292
N 0.848 0.673 -0.176 -0.053
O -0.735 -1.237 -0.874 -0.637
O -2.428 -1.754 0.573 -0.670
S -2.157 1.766 -0.070 0.266
H 1.902 -1.236 -0.234 0.237
H 2.874 0.116 -0.027 0.182
H 1.679 -0.402 1.389 0.231
H 1.928 1.485 -1.590 0.273
H -2.147 -2.604 0.238 0.490
H -1.634 2.553 1.069 0.128